## w
Entry from OMol25: a single C20H26N2O4S molecule (wB97M-V/def2-TZVPD).

Atoms and positions in Å:
S (2.60080, 3.41013, -2.06648)
O (-1.18753, 1.24457, 2.88322)
O (3.72582, 3.10924, -2.91387)
O (1.87499, 4.61897, -2.33499)
O (1.58596, 2.17234, 0.84259)
N (-1.74409, -3.19332, 1.22403)
N (0.19732, -0.03053, 1.61495)
C (-3.77415, -1.98754, 0.90939)
C (-1.53113, -4.14934, 0.15350)
C (0.21511, 3.65643, 1.79426)
C (-2.63783, -0.97115, 0.80353)
C (0.83443, -0.25679, -2.00742)
C (0.09434, 2.39521, -2.17629)
C (-3.11170, -3.10819, 1.71476)
C (2.05263, 3.41144, 0.56442)
C (-1.35022, -1.82598, 0.88965)
C (0.46575, 2.32423, 1.59785)
C (1.23603, 4.35795, 1.11979)
C (1.82808, 0.71785, -1.95640)
C (-0.50010, 0.08266, -2.14445)
C (-0.87913, 1.41312, -2.21512)
C (3.26173, 0.33343, -1.78164)
C (3.21870, 3.52517, -0.31837)
C (-0.05305, -4.50816, 0.03576)
C (-0.38636, -1.30144, 1.96699)
C (-0.26664, 1.14679, 2.09374)
C (1.42580, 2.04346, -2.05993)
H (-2.67504, -0.27456, 1.63957)
H (-2.08816, -5.05548, 0.40159)
H (-2.67765, -0.39436, -0.11924)
H (-4.06222, -2.35681, -0.07699)
H (-0.81802, -1.81779, -0.06771)
H (3.90579, 1.01874, -2.32571)
H (-0.60083, 4.06334, 2.35414)
H (-3.62196, -4.06660, 1.62819)
H (0.54045, -3.64228, -0.24733)
H (-1.89877, -3.78289, -0.82121)
H (0.41007, -2.03407, 2.12009)
H (3.69838, 4.49550, -0.24403)
H (-4.65621, -1.58346, 1.40015)
H (1.12108, -1.29766, -1.95099)
H (-3.07227, -2.82745, 2.77185)
H (3.43085, -0.68022, -2.13779)
H (0.08384, -5.28111, -0.71643)
H (-1.24733, -0.69455, -2.20540)
H (0.89308, -0.01268, 0.88607)
H (-1.91901, 1.68323, -2.31120)
H (-0.92610, -1.16181, 2.90490)
H (1.35898, 5.41874, 1.05329)
H (-0.15106, 3.44275, -2.24926)
H (3.53108, 0.36674, -0.72488)
H (3.93440, 2.72027, -0.18597)
H (0.31114, -4.87607, 0.99084)

The structure (SMILES) is CCN1CCC[C@H]1CNC(=O)c1ccc(CS(=O)(=O)c2ccccc2C)o1. As for the gap between HOMO and LUMO: 8.979 eV. For the HOMO energy, the calculation gives -0.315 Eh. The total charge is 0.

=====

## x
Entry from OMol25: 3 unconnected molecules or ions with the total composition C20H26N2O4S (wB97M-V/def2-TZVPD).

Atoms and positions in Å:
S (3.55920, 2.27669, 2.76114)
O (-6.72913, 1.20341, -2.31929)
O (-4.99299, 0.55826, -1.14642)
O (-2.71775, -2.24796, 0.62274)
O (-1.03224, -2.63725, -0.71027)
N (8.34237, 1.07350, 0.99818)
N (2.94347, 2.39219, -0.08510)
C (6.05024, 1.61407, 1.75350)
C (-0.69565, -3.27863, -3.04119)
C (-4.00255, 0.78266, -0.13544)
C (1.98973, 1.65308, 0.63536)
C (4.28595, 2.04503, 0.15515)
C (4.73634, 1.94637, 1.47072)
C (-0.05130, 0.37529, 0.77443)
C (-6.02122, 1.39573, -1.36913)
C (0.11392, 0.22315, 2.14814)
C (6.51911, 1.49621, -0.59344)
C (1.22716, 0.77914, 2.76212)
C (-2.98453, -4.14779, -0.77704)
C (-0.28227, -3.47171, -1.59703)
C (-6.29121, 2.51853, -0.39369)
C (-2.23807, -2.96218, -0.21745)
C (2.14669, 1.50015, 2.01218)
C (0.88113, 1.07508, 0.02314)
C (5.19259, 1.80056, -0.86737)
C (6.95865, 1.40156, 0.71499)
C (-4.43704, 0.26332, 1.21613)
H (-3.71459, 1.83530, -0.10670)
H (-7.04378, 2.18383, 0.31860)
H (-0.34098, -4.51501, -1.28357)
H (1.37276, 0.65340, 3.82370)
H (2.72583, 2.43439, -1.06955)
H (0.76665, 1.19903, -1.04482)
H (-3.13079, 0.22575, -0.47314)
H (-4.68047, -0.79352, 1.14739)
H (-3.63445, 0.38605, 1.94320)
H (-5.32155, 0.78482, 1.58676)
H (-5.41490, 2.86117, 0.15062)
H (-1.73469, -3.56433, -3.20574)
H (-2.34617, -4.92344, -1.19296)
H (-0.59605, -2.23048, -3.32328)
H (8.57731, 1.52847, 1.87422)
H (-0.06667, -3.87884, -3.69877)
H (-3.66549, -3.79255, -1.54958)
H (4.85202, 1.86814, -1.89057)
H (-0.90615, -0.08540, 0.30601)
H (8.37387, 0.08247, 1.22166)
H (6.38231, 1.52553, 2.77651)
H (-6.68926, 3.36251, -0.95158)
H (0.75202, -3.15961, -1.46275)
H (-3.56848, -4.59089, 0.02575)
H (7.20141, 1.32307, -1.40818)
H (-0.62027, -0.34829, 2.69171)

The structure (SMILES) is Nc1ccc2c(c1)Sc1ccccc1N2.CCOC(C)=O.CCOC(C)=O. As for the gap between HOMO and LUMO: 8.219 eV. For the HOMO energy, the calculation gives -0.283 Eh. The total charge is 0.

=====

Relative energies with respect to the most stable structure, expressed in hartree: w 0.0253; x 0.0000.